# 1
2 unconnected molecules or ions with the total composition BrH4NSi in a non-equilibrium geometry, computed with ωB97M-V/def2-TZVPD.

Relative energy (zero: lowest compared OMol25 entry of this formula, charge and spin) in kcal/mol: 63.42
Strongest force on any atom in eV Å⁻¹: 1.35
Highest occupied orbital energy in eV: -9.86
LUMO level in eV: -0.8

Last column: Mulliken charge in e.
Geometry (Å):
Br 1.06794 -2.52583 -0.01974  -0.36
Si -0.86927 0.70226 0.13285  0.47
H 1.00393 -1.10148 -0.31043  0.30
H -1.82085 -0.04319 -0.66850  -0.05
H -1.49654 1.34931 1.28222  -0.06
N 0.66431 0.52974 -0.35764  -0.54
H 1.45049 1.08918 -0.05876  0.24

---

# 2
A single C7H10Cl2SSi molecule in a non-equilibrium geometry, computed with ωB97M-V/def2-TZVPD.

Relative energy (zero: lowest compared OMol25 entry of this formula, charge and spin) in kcal/mol: 38.77
Strongest force on any atom in eV Å⁻¹: 1.63
Highest occupied orbital energy in eV: -8.78
LUMO level in eV: -0.8

Last column: Mulliken charge in e.
Geometry (Å):
H -2.18238 -2.14166 0.20961  0.32
C 1.27350 -0.37064 -1.08521  -1.04
H -1.90857 -1.42983 -1.36993  0.31
Cl 2.42039 4.20097 -1.57661  -0.18
C 0.73300 -1.74764 1.71523  -1.08
H 0.03979 -1.73642 2.55185  0.33
C -0.86481 0.71252 0.90187  0.10
C -0.84080 2.01486 0.11858  -0.09
Si -0.02644 -0.86560 0.20873  0.32
Cl -1.86959 1.61012 -1.32929  -0.17
H 0.95988 -2.78416 1.48695  0.33
H 1.64081 -1.25051 -1.60606  0.37
H 2.12642 0.12418 -0.62894  0.32
H -1.39444 2.78381 0.67024  0.48
H 1.65215 -1.27183 2.04428  0.31
C -1.42203 -1.92666 -0.53578  -1.00
S -1.75027 0.67389 2.26026  -0.19
C 0.38711 2.62257 -0.38674  -1.18
H -1.03089 -2.87402 -0.89471  0.33
H 0.86388 0.30583 -1.82958  0.31
C 1.19327 3.35021 -0.92476  1.09

---

# 3
3 unconnected molecules or ions with the total composition C3H4F3NS in a non-equilibrium geometry, computed with ωB97M-V/def2-TZVPD.

Relative energy (zero: lowest compared OMol25 entry of this formula, charge and spin) in kcal/mol: 112.84
Strongest force on any atom in eV Å⁻¹: 5.69
Highest occupied orbital energy (spin up / spin down) in eV: -9.23 / -9.23
LUMO level (spin up / spin down) in eV: -0.7 / -0.7

Last column: Mulliken charge in e.
Geometry (Å):
C 1.24296 0.65026 1.46984  -0.25
H -0.43101 1.15296 -2.77545  0.24
S 0.08061 1.91330 -0.89177  0.15
F -2.01429 -1.85591 -0.59011  -0.32
N -0.00768 0.72539 -1.90199  -0.58
C 0.50714 1.18262 0.50763  -0.03
H 0.82663 0.23204 2.45434  0.25
H 2.25318 0.96278 1.46088  0.29
F -0.04599 -2.40230 0.03973  -0.27
F -1.16880 -0.87109 1.22167  -0.19
H -0.42709 -0.38150 -1.01900  0.30
C -0.81566 -1.30855 0.02425  0.42

---

# 4
A molecular structure, C36H27CeN10O2 in a non-equilibrium geometry, computed with ωB97M-V/def2-TZVPD.

Strongest force on any atom in eV Å⁻¹: 3.43
Highest occupied orbital energy (spin up / spin down) in eV: -6.16 / -6.18
2S+1: 2
⟨S²⟩: 0.93
LUMO level (spin up / spin down) in eV: -1.3 / -1.3

Last column: Löwdin spin population.
Geometry (Å):
H 3.07511 -6.77328 1.05501  0.00
N -2.37343 1.26536 2.23987  -0.03
H -5.68608 5.16086 1.07007  0.00
H -4.15919 3.59675 -2.65518  0.00
C -0.68225 -1.40468 -6.56956  0.01
H 5.23363 2.20087 0.79841  0.00
C -5.06821 4.45008 0.53469  0.01
H 2.75534 3.05455 0.82582  0.00
H -2.02363 0.01573 7.32328  0.00
C 2.27987 -4.74354 -1.56831  -0.01
C -2.60800 1.58867 0.98261  0.07
Ce 0.33662 0.68913 -0.01370  1.00
C 4.35114 1.56498 0.77345  0.00
C 0.18736 -1.12375 -2.89200  -0.04
C -1.21243 0.03691 -4.26652  -0.01
C 0.02539 3.27502 -0.29197  0.00
H 0.65509 -2.58378 5.16724  0.00
C 2.70098 -5.89991 0.53747  -0.01
C 1.79817 -3.67108 -0.82538  -0.01
H 3.84208 2.14609 -1.25784  0.00
C 2.19004 -4.82859 1.27794  -0.01
H 3.12921 -6.70125 -1.41428  0.00
C -1.31275 0.51961 -2.91161  0.02
C -1.51430 0.34298 2.65325  0.05
N 2.15320 1.34965 1.90646  0.00
H -0.40968 -1.85909 7.30705  0.00
H -2.63419 1.15884 -5.42518  0.00
C 3.19894 2.29340 1.47767  0.00
N 0.98628 -2.09713 -2.48595  0.02
N 2.93495 0.30809 -0.85016  0.00
H 3.19426 -0.60040 -0.45609  0.00
N -2.02235 1.01137 -0.14309  -0.02
C -2.50889 1.67014 -1.25738  0.05
C 1.20368 -2.42172 -1.21908  -0.07
H -4.37291 3.46362 2.35611  0.00
H 2.54905 0.60122 2.47943  0.00
C 2.74600 -5.85717 -0.86152  -0.01
O -0.02065 2.80778 0.92240  0.00
C -0.06438 -1.77626 5.19617  0.00
N 0.83265 -2.23083 2.26727  0.01
C -1.58865 -0.30787 6.39013  0.00
H -2.11302 -0.11177 -7.50665  0.00
N 0.85752 -1.69943 -0.09104  0.01
C -1.95021 0.35422 5.21008  0.01
C 1.75366 -3.71478 0.57811  -0.02
H 2.28733 -4.69719 -2.64822  0.00
C -0.67264 -1.35198 6.38752  0.01
H 1.49258 1.85287 2.51234  0.00
H -5.61079 5.20543 -1.40129  0.00
C -1.89637 0.36433 -5.43032  0.01
C -3.50306 2.63384 0.57120  0.01
C -1.60462 -0.36668 -6.58784  -0.01
N -2.19102 1.41816 -2.51154  -0.01
C -0.00661 -1.75539 -5.39217  -0.01
C -3.44713 2.68407 -0.84891  0.01
O 0.63468 2.60511 -1.24289  0.00
C -4.20565 3.59415 -1.57570  0.01
C -1.36017 -0.06979 4.02972  0.00
H 3.58281 2.86982 2.34297  0.00
H 0.69572 -2.58008 -5.36448  0.00
C -0.41611 -1.11898 4.02587  0.01
C 0.01001 -1.27856 2.66129  -0.01
N -0.64954 -0.37097 1.85867  -0.01
H -0.41259 4.27390 -0.53964  0.00
C -0.27156 -1.01370 -4.25066  0.00
H -0.48892 -1.95834 -7.47868  0.00
H 4.98845 0.85582 -1.14589  0.00
H -2.65024 1.17326 5.21295  0.00
C -5.01901 4.48693 -0.85135  0.01
N -0.40795 -0.16014 -2.10674  0.00
H 2.81306 0.10569 -1.84573  0.00
H 2.12524 -4.85145 2.35306  0.00
C 4.06804 1.24339 -0.68724  0.00
H 4.65302 0.65257 1.30788  0.00
C -4.31759 3.52022 1.27627  0.01
C 1.13565 -2.48588 1.00205  -0.05

---

# 5
A molecular structure, C3H4BrCl2O4P in a non-equilibrium geometry, computed with ωB97M-V/def2-TZVPD.

Relative energy (zero: lowest compared OMol25 entry of this formula, charge and spin) in kcal/mol: 15.80
Net charge: -2
Strongest force on any atom in eV Å⁻¹: 2.52
Highest occupied orbital energy in eV: -1.37
LUMO level in eV: 5.4

Last column: Mulliken charge in e.
Geometry (Å):
H 0.85688 1.22559 1.31631  0.40
O -2.41532 -1.41127 1.70819  -0.74
P -0.97980 -1.03459 1.76546  0.81
O 0.01360 -2.06078 1.31469  -0.67
Cl -1.31123 -0.28597 -2.72006  -0.18
H 1.24672 -0.49513 0.97570  0.42
Br -0.48992 2.75161 -1.24927  -0.66
C -0.16457 0.41833 -0.32468  0.63
C 1.07176 0.56046 0.50420  -1.22
H 0.78996 0.72182 -2.23304  0.47
Cl 1.09409 -1.59831 -1.85029  -0.23
O -0.47256 0.09866 2.64689  -0.72
O -1.26801 0.18056 0.18315  -0.51
C 0.17684 0.00937 -1.78456  -0.14
H 1.85157 0.91962 -0.25269  0.34

---

# 6
A single C3HCl2F3 molecule in a non-equilibrium geometry, computed with ωB97M-V/def2-TZVPD.

Relative energy (zero: lowest compared OMol25 entry of this formula, charge and spin) in kcal/mol: 9.73
Strongest force on any atom in eV Å⁻¹: 3.08
Highest occupied orbital energy in eV: -10.43
LUMO level in eV: 0.6

Last column: Mulliken charge in e.
Geometry (Å):
F 0.28008 -2.14269 1.43953  -0.23
Cl -3.74360 0.28973 0.57170  -0.10
H -0.20345 -0.33790 1.81065  0.33
C -1.25383 -0.91289 0.00433  0.07
C -2.07988 0.47820 0.06256  0.53
F -1.47412 1.51313 0.74248  -0.22
C -0.52886 -1.09982 1.11452  -0.05
Cl -1.69680 -1.84884 -1.35060  -0.11
F -2.10286 1.01858 -1.17733  -0.22

---

| no. | total energy (eV) |
| --- | --- |
| 1 | -79473.7175 |
| 2 | -51177.1581 |
| 3 | -23648.6320 |
| 4 | -69701.1997 |
| 5 | -115745.2216 |
| 6 | -36323.1220 |